*1*
# C5H6O2

C5H6O2 in the gas phase (ωB97M-V/def2-TZVPD, the Open Molecules 2025 dataset).

```
13
Properties=species:S:1:pos:R:3:lowdin_charge:R:1
O -3.163 0.814 -0.600 0.063
C -2.343 -0.059 -0.483 -0.263
C -1.662 -0.412 0.833 -0.157
C -0.218 -0.326 0.616 -0.034
C 0.934 -0.232 0.270 0.015
C 2.316 -0.027 -0.191 -0.276
O 2.430 1.055 -1.091 -0.058
H -1.999 -0.661 -1.349 0.130
H -2.015 0.273 1.610 0.122
H -1.943 -1.436 1.117 0.126
H 2.980 0.094 0.678 0.119
H 2.655 -0.912 -0.738 0.122
H 2.031 1.828 -0.671 0.091
```

gap between HOMO and LUMO	0.3916	Eh
E_LUMO	0.0281	hartree
2S+1	1
structure (SMILES)	O=CCC#CCO

---

*2*
# C5H6O2

C5H6O2 in the gas phase (ωB97M-V/def2-TZVPD, the Open Molecules 2025 dataset).

```
13
Properties=species:S:1:pos:R:3:lowdin_charge:R:1
O -0.092 -0.069 2.407 0.095
C -0.101 -0.128 1.198 -0.373
C -1.260 -0.691 0.358 -0.095
O -0.715 -1.129 -0.881 -0.090
C 0.466 -0.469 -1.179 -0.157
C 0.462 0.991 -0.939 -0.084
C 0.957 0.312 0.287 -0.119
H -2.015 0.100 0.226 0.135
H -1.729 -1.545 0.846 0.139
H 1.384 -0.908 -0.681 0.151
H -0.504 1.467 -0.792 0.127
H 1.172 1.589 -1.494 0.117
H 1.975 0.479 0.643 0.154
```

gap between HOMO and LUMO	0.3633	Eh
E_LUMO	0.0286	hartree
2S+1	1
structure (SMILES)	O=C1CO[C@H]2C[C@@H]12

---

*3*
# C5H6O2

A molecular structure, C5H6O2 (ωB97M-V/def2-TZVPD, the Open Molecules 2025 dataset).

```
13
Properties=species:S:1:pos:R:3:lowdin_charge:R:1
C 0.663 1.383 1.394 0.085
O 0.178 -1.925 1.056 0.094
C -0.086 -1.775 -0.109 -0.204
C -0.892 -0.586 -0.618 -0.250
O -1.289 0.209 0.509 0.010
C -0.064 0.866 0.424 -0.376
C 0.123 0.505 -1.023 -0.028
H 1.658 1.745 1.171 0.066
H 0.307 1.388 2.415 0.072
H 0.337 -2.439 -0.889 0.131
H -1.713 -0.866 -1.289 0.154
H -0.320 1.294 -1.628 0.123
H 1.097 0.201 -1.414 0.123
```

gap between HOMO and LUMO	0.3596	Eh
E_LUMO	0.0299	hartree
2S+1	1

---

*4*
# C5H6O2

C5H6O2 in the gas phase (ωB97M-V/def2-TZVPD, the Open Molecules 2025 dataset).

```
13
Properties=species:S:1:pos:R:3:lowdin_charge:R:1
O 1.164 1.969 0.856 0.102
C 0.794 1.054 0.158 -0.386
C 1.587 -0.221 -0.131 -0.105
O 0.642 -1.142 -0.650 -0.089
C -0.580 -0.454 -0.828 -0.350
C -1.468 -0.244 0.493 -0.008
C -0.537 0.958 -0.605 0.072
H 2.043 -0.611 0.783 0.136
H 2.384 -0.024 -0.863 0.140
H -1.136 -0.923 -1.638 0.149
H -1.015 -0.808 1.310 0.122
H -2.517 -0.456 0.293 0.109
H -1.485 0.835 0.789 0.108
```

gap between HOMO and LUMO	0.3280	Eh
E_LUMO	-0.0047	hartree
2S+1	1

---

Taking the most stable structure as the zero point, the relative energies in hartree are *1* 0.0046; *2* 0.0436; *3* 0.0000; *4* 0.0778.